[1]
The following is a quantum chemistry calculation of a molecular structure, C5H21N10O6 at a distorted geometry, from OMol25.

```
42
C5H21N10O6 | OMol25 | the ωB97M-V functional and the def2-TZVPD basis
O 0.52239 -0.06575 -0.44514
H -0.39303 -0.15541 -0.77457
C 1.16615 -1.96913 1.33344
O 1.71408 -2.65200 2.13323
N 0.43585 -0.95546 1.54419
N 1.02511 -2.31535 0.08680
H 0.71933 -0.41028 2.34577
H 0.14595 -0.38859 0.76016
H 0.92458 -1.53191 -0.54265
H 1.31389 -3.24463 -0.18366
C -2.84145 0.23554 0.39170
O -3.27209 0.92372 -0.50984
N -3.36681 0.05816 1.55191
N -1.74770 -0.46549 0.30409
H -4.28771 0.43794 1.71866
H -2.86449 -0.59206 2.13925
H -1.31087 -0.36892 -0.60143
H -1.36863 -0.89005 1.13845
C -0.34452 -1.47611 -2.69490
O 0.48258 -0.79692 -3.24508
N -1.31103 -2.03444 -3.35525
N -0.33510 -1.76569 -1.42203
H -1.96402 -2.66592 -2.91371
H -1.35609 -1.93969 -4.35979
H -1.06137 -2.33483 -1.01127
H 0.23135 -1.17913 -0.82607
C 2.93768 0.94192 0.05786
O 2.96905 1.05072 -1.16756
N 1.88323 0.62854 0.76515
N 3.85893 1.11976 0.87743
H 2.03322 0.32263 1.71595
H 1.04145 0.32755 0.29515
H 4.76681 1.39236 0.52879
H 3.79782 0.83428 1.84432
C -0.18344 2.77551 -0.06457
O 0.73634 2.85260 -0.90589
N -0.65335 3.78728 0.65299
N -0.77040 1.63073 0.30081
H -0.20782 4.68457 0.52459
H -1.62987 3.69530 0.89393
H -1.11472 1.66284 1.24976
H -0.32130 0.83579 -0.13101
```

Computed properties:
energy relative to the best compared isomer or geometry (same formula, charge and spin)	1985.9	kJ/mol
frontier orbital gap	0.2850	Eh
charge	-1
largest force on an atom	13.9	eV/A

[2]
The following is a quantum chemistry calculation of 5 unconnected molecules or ions with the total composition C5H21NO5S at a distorted geometry, from OMol25.

```
33
C5H21NO5S | OMol25 | the ωB97M-V functional and the def2-TZVPD basis
C 0.10555 2.31874 -2.09865
O 1.43796 2.58192 -2.60261
C 0.02669 0.75053 -1.53109
C -1.51413 0.66600 -1.17118
C -1.81074 -0.71906 -0.53375
S -2.56898 -0.70909 1.10377
C -1.20928 -0.20513 2.32753
N 0.46841 -0.14736 -2.50835
H -0.60648 2.41734 -2.95824
H -0.02891 3.00743 -1.37256
H 1.54107 1.85672 -3.19219
H 0.50475 0.64721 -0.50191
H -2.04280 1.05652 -2.12379
H -1.70147 1.30946 -0.23668
H -2.46430 -1.34580 -1.14041
H -1.00201 -1.51348 -0.57223
H -0.40565 0.37221 1.90009
H -0.93614 -1.08342 2.98163
H -1.68709 0.43123 3.01896
H 0.03434 0.00267 -3.51997
H 1.45450 -0.16121 -2.53098
H 1.38267 -1.90957 -1.64161
H 0.34902 -2.83284 -1.30787
O 1.29383 -2.75014 -1.06382
H 3.19633 0.29434 1.66282
H 1.97044 -0.61472 2.04378
O 2.59485 0.16629 2.46282
H 1.31305 1.80096 2.93540
H -0.01953 2.70532 2.08749
O 0.39931 1.82548 2.63198
H 2.44937 -2.25526 0.50398
H 0.96402 -2.82744 0.97513
O 1.77044 -2.55444 1.18791
```

Computed properties:
spin multiplicity	2
energy relative to the best compared isomer or geometry (same formula, charge and spin)	289.9	kJ/mol
frontier orbital gap (spin up / spin down)	0.3698 / 0.1841	Eh
charge	+1
largest force on an atom	8.8	eV/A
⟨S²⟩	0.75